Model A:
Formula: C3H11NO4
Source: the Open Molecules 2025 dataset
Level of theory: ωB97M-V with the def2-TZVPD basis set

Last column: Löwdin charge in e.
Geometry (Å):
O (1.225, -1.897, 0.163)  -0.011
C (0.768, -0.905, 0.722)  -0.373
N (-0.509, -0.806, 1.108)  0.039
C (-1.087, 0.371, 1.723)  -0.161
C (-2.259, 0.924, 0.862)  -0.253
O (-2.093, 0.697, -0.509)  -0.074
H (1.412, -0.051, 0.972)  0.142
H (-1.190, -1.471, 0.780)  0.155
H (-1.461, 0.106, 2.712)  0.113
H (-0.328, 1.141, 1.826)  0.113
H (-3.182, 0.417, 1.162)  0.114
H (-2.389, 1.980, 1.073)  0.110
H (-1.253, 1.097, -0.792)  0.040
O (2.801, -0.400, -1.999)  -0.060
H (3.219, -0.629, -2.835)  0.044
H (2.600, -1.151, -1.425)  0.015
O (0.525, 1.550, -1.110)  -0.045
H (0.934, 2.170, -1.724)  0.066
H (0.874, 0.678, -1.350)  0.026

Summary:
M = 125.12 g mol⁻¹
total charge = 0
E_HOMO = -9.81 eV
HOMO-LUMO gap = 10.48 eV
LUMO = 0.67 eV


Model B:
Formula: C3H11NO4
Source: the Open Molecules 2025 dataset
Level of theory: ωB97M-V with the def2-TZVPD basis set

Last column: Löwdin charge in e.
Geometry (Å):
N (-2.663, 1.337, -2.671)  -0.016
C (-1.269, 1.157, -3.082)  -0.218
C (-0.175, 0.630, -1.983)  -0.075
C (-0.624, 0.817, -0.544)  -0.489
O (-1.652, 1.129, -0.097)  0.142
O (0.649, 0.820, 0.198)  -0.057
H (-2.867, 2.140, -2.188)  0.026
H (-3.089, 0.577, -2.215)  0.052
H (-1.466, 0.319, -3.785)  0.103
H (-0.932, 2.147, -3.514)  0.122
H (0.685, 1.333, -2.124)  0.127
H (-0.096, -0.437, -2.124)  0.106
H (0.469, 0.511, 1.232)  0.178
O (3.132, -1.718, 6.415)  -0.043
H (2.343, -2.164, 6.613)  -0.004
H (2.726, -1.146, 5.735)  0.046
O (1.890, -2.576, 1.399)  0.012
H (1.538, -1.954, 2.001)  0.011
H (1.403, -2.923, 0.735)  -0.025

Summary:
M = 125.12 g mol⁻¹
total charge = 0
E_HOMO = -8.93 eV
HOMO-LUMO gap = 8.94 eV
LUMO = 0.01 eV


Energy above the most stable structure, in kcal/mol: model A 0.0; model B 48.0


Model A:
Formula: C3H11NO4
Source: the Open Molecules 2025 dataset
Level of theory: ωB97M-V with the def2-TZVPD basis set

Last column: Löwdin charge in e.
Geometry (Å):
N (0.197, 1.019, -0.463)  0.132
C (-1.004, 0.400, -0.110)  -0.566
O (-2.114, 0.854, -0.233)  0.057
C (-0.666, -0.840, 0.634)  -0.132
C (-0.385, -1.920, -0.426)  -0.241
O (0.823, -2.560, -0.017)  -0.150
H (0.105, 1.758, -1.249)  0.153
H (1.069, 0.639, -0.057)  0.080
H (0.239, -0.723, 1.445)  0.166
H (-1.352, -1.111, 1.551)  0.152
H (-1.064, -2.835, -0.189)  0.154
H (-0.275, -1.619, -1.423)  0.099
H (1.705, -2.032, -0.207)  0.125
O (-3.241, 3.035, 0.671)  -0.060
H (-2.474, 3.556, 0.520)  0.004
H (-3.209, 2.404, -0.051)  -0.004
O (3.544, -0.074, 0.012)  -0.023
H (4.044, -0.689, -0.453)  0.002
H (4.056, 0.740, 0.045)  0.052

Summary:
M = 125.12 g mol⁻¹
total charge = 0
E_HOMO = -9.83 eV
HOMO-LUMO gap = 9.98 eV
LUMO = 0.14 eV


Model B:
Formula: C3H11NO4
Source: the Open Molecules 2025 dataset
Level of theory: ωB97M-V with the def2-TZVPD basis set

Last column: Löwdin charge in e.
Geometry (Å):
C (1.791, -0.017, 0.932)  0.016
C (0.769, -0.766, 0.135)  -0.508
O (1.154, -1.360, -0.872)  0.022
N (-0.536, -0.831, 0.475)  0.096
C (-1.148, -0.113, 1.555)  -0.244
O (-1.480, 1.238, 1.239)  -0.054
H (2.378, 0.638, 0.296)  0.092
H (2.517, -0.723, 1.289)  0.085
H (1.391, 0.443, 1.829)  0.068
H (-1.196, -1.264, -0.150)  0.117
H (-0.450, -0.049, 2.390)  0.111
H (-2.074, -0.591, 1.856)  0.125
H (-1.424, 1.406, 0.287)  0.086
O (-1.431, -2.691, -1.818)  -0.072
H (-0.490, -2.444, -1.711)  0.015
H (-1.615, -2.743, -2.760)  0.038
O (0.264, 3.176, -1.790)  -0.061
H (1.130, 2.944, -2.143)  0.035
H (0.449, 3.748, -1.039)  0.033

Summary:
M = 125.12 g mol⁻¹
total charge = 0
E_HOMO = -10.11 eV
HOMO-LUMO gap = 10.69 eV
LUMO = 0.58 eV


Energy above the most stable structure, in kcal/mol: model A 42.6; model B 0.0


Model A:
Formula: C4H14NO2
Source: the Open Molecules 2025 dataset
Level of theory: ωB97M-V with the def2-TZVPD basis set

Last column: Löwdin charge in e.
Geometry (Å):
C (0.100, 2.145, -1.119)  -0.126
C (-0.248, 0.715, -0.967)  -0.234
C (-0.491, 0.441, 0.573)  -0.112
C (-1.708, -1.493, 1.537)  0.210
N (-0.886, -1.002, 0.628)  0.018
H (0.656, 2.308, -2.107)  0.105
H (0.661, 2.788, -0.381)  0.103
H (-0.746, 2.842, -1.242)  0.081
H (0.608, 0.150, -1.207)  0.071
H (-1.168, 0.305, -1.406)  0.127
H (-1.216, 1.094, 1.058)  0.138
H (0.366, 0.312, 1.262)  0.109
H (-2.360, -0.778, 1.972)  0.113
H (-1.587, -2.597, 1.548)  0.137
H (-0.707, -1.553, -0.223)  0.123
H (-0.121, -2.627, -2.681)  0.111
H (1.091, -1.769, -2.223)  0.076
O (0.138, -1.894, -2.031)  -0.089
H (2.292, -0.565, 2.483)  0.044
H (3.034, 0.777, 2.019)  0.052
O (2.292, 0.401, 2.506)  -0.055

Summary:
M = 108.16 g mol⁻¹
total charge = +1
E_HOMO = -14.79 eV
HOMO-LUMO gap = 9.72 eV
LUMO = -5.06 eV


Model B:
Formula: C4H14NO2
Source: the Open Molecules 2025 dataset
Level of theory: ωB97M-V with the def2-TZVPD basis set

Last column: Löwdin charge in e.
Geometry (Å):
O (-0.338, -0.747, -2.282)  -0.040
C (0.127, 0.552, -1.876)  -0.198
C (0.655, 0.458, -0.463)  -0.280
N (-0.405, -0.199, 0.377)  0.042
C (-0.018, -0.930, 1.625)  0.005
C (1.969, -0.336, -0.459)  -0.026
H (0.180, -0.930, -3.067)  0.103
H (-0.702, 1.275, -1.915)  0.133
H (0.835, 0.941, -2.602)  0.137
H (0.741, 1.460, -0.044)  0.160
H (-1.126, 0.430, 0.740)  0.099
H (-0.919, -0.825, -0.242)  0.162
H (1.052, -1.128, 1.772)  0.094
H (-0.513, -1.864, 1.844)  0.110
H (-0.086, -0.164, 2.401)  0.108
H (2.516, -0.190, -1.375)  0.091
H (2.610, -0.072, 0.394)  0.093
H (1.819, -1.379, -0.167)  0.087
H (-2.893, 0.448, 2.034)  0.082
H (-2.922, 2.006, 1.812)  0.053
O (-2.582, 1.193, 1.493)  -0.015

Summary:
M = 108.16 g mol⁻¹
total charge = +1
E_HOMO = -14.79 eV
HOMO-LUMO gap = 11.92 eV
LUMO = -2.87 eV


Model C:
Formula: C4H14NO2
Source: the Open Molecules 2025 dataset
Level of theory: ωB97M-V with the def2-TZVPD basis set

Last column: Löwdin charge in e.
Geometry (Å):
C (-1.356, -0.909, 0.258)  -0.121
C (-0.292, -0.054, -0.383)  -0.201
C (0.818, -0.901, -1.056)  -0.172
C (1.975, 0.014, -1.454)  -0.271
O (1.559, 1.121, -2.224)  -0.052
N (-2.223, -0.182, 1.291)  0.175
H (-0.875, -1.717, 0.789)  0.131
H (-2.085, -1.219, -0.484)  0.135
H (-0.654, 0.638, -1.118)  0.112
H (0.218, 0.600, 0.323)  0.101
H (0.355, -1.286, -1.975)  0.120
H (1.132, -1.791, -0.507)  0.120
H (2.436, 0.395, -0.540)  0.123
H (2.730, -0.570, -1.991)  0.124
H (1.136, 0.802, -3.029)  0.099
H (-2.379, 0.812, 1.138)  0.169
H (-1.783, -0.201, 2.218)  0.122
H (-3.084, -0.716, 1.399)  0.166
H (0.594, 0.237, 3.025)  0.077
H (-0.156, 1.643, 3.174)  0.083
O (-0.147, 0.780, 2.733)  -0.040

Summary:
M = 108.16 g mol⁻¹
total charge = +1
E_HOMO = -13.40 eV
HOMO-LUMO gap = 10.03 eV
LUMO = -3.37 eV


Energy above the most stable structure, in kcal/mol: model A 43.6; model B 5.6; model C 0.0


Model A:
Formula: C4H14NO2
Source: the Open Molecules 2025 dataset
Level of theory: ωB97M-V with the def2-TZVPD basis set

Last column: Löwdin charge in e.
Geometry (Å):
C (1.721, -1.065, -1.335)  0.180
O (-1.780, 1.307, 0.471)  -0.039
C (2.153, 0.004, -0.622)  -0.030
C (1.150, 1.039, -0.286)  -0.210
C (1.443, 1.665, 1.076)  -0.068
N (-1.863, -2.224, 1.317)  0.198
H (2.382, -1.887, -1.628)  0.100
H (0.691, -1.293, -1.572)  0.063
H (-2.145, 2.153, 0.183)  0.066
H (3.182, 0.168, -0.339)  0.136
H (1.118, 1.704, -1.165)  0.178
H (0.105, 0.579, -0.278)  0.114
H (2.416, 2.164, 1.046)  0.096
H (0.528, 2.146, 1.415)  0.070
H (1.461, 0.930, 1.913)  0.107
H (-1.954, -1.707, 0.440)  0.008
H (-2.437, -1.937, 2.099)  0.064
H (-1.865, -3.233, 1.257)  0.060
H (-1.903, -0.739, -1.730)  0.074
H (-1.688, 0.484, -0.265)  -0.038
O (-1.405, -0.580, -0.912)  -0.129

Summary:
M = 108.16 g mol⁻¹
total charge = +1
E_HOMO = -13.78 eV
HOMO-LUMO gap = 3.76 eV
LUMO = -10.03 eV


Model B:
Formula: C4H14NO2
Source: the Open Molecules 2025 dataset
Level of theory: ωB97M-V with the def2-TZVPD basis set

Last column: Löwdin charge in e.
Geometry (Å):
O (-0.561, 2.260, -0.186)  -0.036
C (0.325, 1.506, -0.982)  -0.232
C (-0.378, 0.205, -1.322)  -0.091
N (-0.395, -0.746, -0.183)  0.048
C (0.562, -1.911, -0.237)  -0.157
C (2.025, -1.527, -0.043)  -0.040
H (-0.277, 3.174, -0.132)  0.104
H (0.560, 1.971, -1.909)  0.123
H (1.249, 1.340, -0.427)  0.117
H (-1.381, 0.460, -1.636)  0.143
H (0.131, -0.284, -2.150)  0.141
H (-1.300, -1.179, -0.062)  0.170
H (-0.269, -0.282, 0.705)  0.122
H (0.232, -2.605, 0.540)  0.133
H (0.377, -2.453, -1.156)  0.128
H (2.191, -0.528, -0.437)  0.065
H (2.396, -1.590, 0.972)  0.089
H (2.606, -2.241, -0.618)  0.091
H (-1.994, 0.873, 2.749)  0.065
H (-1.737, -0.595, 2.733)  0.061
O (-1.382, 0.232, 2.374)  -0.043

Summary:
M = 108.16 g mol⁻¹
total charge = +1
E_HOMO = -14.53 eV
HOMO-LUMO gap = 11.52 eV
LUMO = -3.01 eV


Model C:
Formula: C4H14NO2
Source: the Open Molecules 2025 dataset
Level of theory: ωB97M-V with the def2-TZVPD basis set

Last column: Löwdin charge in e.
Geometry (Å):
C (-0.261, 0.066, -1.079)  -0.135
N (-0.225, -1.267, -0.339)  0.065
C (1.378, -1.353, 0.338)  0.032
C (2.065, -0.740, -0.928)  -0.215
C (1.185, 0.248, -1.512)  -0.234
H (-1.178, 0.051, -1.839)  0.182
H (-0.483, 0.940, -0.340)  0.120
H (-0.289, -2.191, -0.797)  0.169
H (-0.888, -1.114, 0.560)  0.202
H (1.918, -2.493, 0.382)  0.199
H (1.436, -0.854, 1.184)  0.047
H (2.972, -0.089, -0.483)  0.178
H (2.486, -1.404, -1.622)  0.097
H (1.084, 0.127, -2.624)  0.137
H (1.477, 1.336, -1.316)  0.152
H (-2.956, -0.099, 2.548)  0.092
H (-2.122, 0.989, 2.579)  -0.018
O (-2.505, 0.520, 1.921)  -0.041
H (-1.341, 1.817, 0.806)  -0.009
H (-2.208, 2.966, 1.195)  -0.092
O (-1.545, 2.543, 1.363)  0.076

Summary:
M = 108.16 g mol⁻¹
total charge = +1
E_HOMO = -14.46 eV
HOMO-LUMO gap = 11.07 eV
LUMO = -3.39 eV


Energy above the most stable structure, in kcal/mol: model A 205.9; model B 0.0; model C 95.1


Model A:
Formula: C8H16O3
Source: the Open Molecules 2025 dataset
Level of theory: ωB97M-V with the def2-TZVPD basis set

Last column: Löwdin charge in e.
Geometry (Å):
C (3.278, -0.979, -0.275)  -0.152
C (2.291, 0.251, -0.807)  -0.255
C (1.779, 1.240, 0.424)  -0.211
C (0.255, 0.840, 0.891)  -0.208
C (-0.927, 1.747, 0.134)  -0.180
C (-2.351, 0.937, 0.455)  -0.174
C (-2.806, -0.087, -0.742)  -0.191
O (-1.832, -1.142, -1.065)  -0.074
C (-1.848, -2.240, -0.085)  -0.263
O (-2.964, -2.655, 0.577)  -0.013
O (-0.621, -3.046, 0.228)  0.023
H (2.670, -1.943, 0.052)  0.068
H (3.976, -0.595, 0.611)  0.079
H (4.024, -1.218, -1.176)  0.081
H (2.942, 0.861, -1.576)  0.103
H (1.388, -0.292, -1.358)  0.110
H (1.806, 2.333, 0.006)  0.107
H (2.531, 1.125, 1.324)  0.107
H (0.071, -0.268, 0.504)  0.079
H (0.105, 0.808, 2.055)  0.119
H (-1.033, 2.824, 0.590)  0.110
H (-0.712, 1.843, -1.017)  0.119
H (-3.225, 1.698, 0.694)  0.124
H (-2.169, 0.287, 1.423)  0.116
H (-3.888, -0.465, -0.501)  0.136
H (-2.909, 0.577, -1.728)  0.147
H (0.168, -2.442, 0.359)  0.093

Summary:
M = 160.21 g mol⁻¹
total charge = 0
E_HOMO = -10.74 eV
HOMO-LUMO gap = 11.34 eV
LUMO = 0.60 eV


Model B:
Formula: C8H16O3
Source: the Open Molecules 2025 dataset
Level of theory: ωB97M-V with the def2-TZVPD basis set

Last column: Löwdin charge in e.
Geometry (Å):
C (3.462, 1.190, 0.029)  -0.071
C (2.120, 0.512, -0.173)  -0.278
O (2.074, -0.697, 0.559)  -0.128
C (1.533, -1.819, -0.089)  -0.201
C (0.132, -2.151, 0.365)  -0.161
O (-0.858, -1.374, -0.296)  -0.065
C (-1.626, -0.544, 0.503)  -0.372
C (-2.895, -0.154, -0.282)  -0.094
C (-2.899, 1.372, -0.148)  -0.146
C (-1.393, 1.595, -0.184)  -0.215
O (-0.953, 0.687, 0.816)  -0.086
H (3.585, 1.420, 1.086)  0.076
H (4.284, 0.574, -0.323)  0.074
H (3.454, 2.143, -0.502)  0.074
H (1.332, 1.182, 0.182)  0.100
H (1.931, 0.333, -1.234)  0.118
H (1.551, -1.708, -1.176)  0.126
H (2.161, -2.679, 0.162)  0.125
H (0.083, -2.022, 1.447)  0.133
H (-0.063, -3.200, 0.128)  0.125
H (-1.835, -0.992, 1.474)  0.158
H (-3.770, -0.649, 0.124)  0.114
H (-2.704, -0.410, -1.322)  0.119
H (-3.501, 1.928, -0.857)  0.112
H (-3.174, 1.588, 0.886)  0.117
H (-1.039, 2.608, -0.021)  0.124
H (-0.995, 1.263, -1.153)  0.124

Summary:
M = 160.21 g mol⁻¹
total charge = 0
E_HOMO = -9.30 eV
HOMO-LUMO gap = 10.37 eV
LUMO = 1.07 eV


Energy above the most stable structure, in kcal/mol: model A 86.6; model B 0.0


Model A:
Formula: CH3I2O2P
Source: the Open Molecules 2025 dataset
Level of theory: ωB97M-V with the def2-TZVPD basis set

Last column: Löwdin charge in e.
Geometry (Å):
C (-1.347, 0.135, 0.336)  -0.312
O (-0.345, 0.998, -0.078)  -0.420
P (1.470, 0.250, -0.351)  -0.134
O (2.424, 1.331, -0.456)  -0.433
I (1.089, -1.058, -2.340)  0.522
I (1.746, -1.219, 1.524)  0.569
H (-2.106, -0.153, -0.510)  0.099
H (-1.946, 0.590, 1.219)  0.107
H (-0.985, -0.874, 0.657)  0.002

Summary:
M = 331.81 g mol⁻¹
total charge = 0
E_HOMO = -10.27 eV
HOMO-LUMO gap = 8.66 eV
LUMO = -1.61 eV


Model B:
Formula: CH3I2O2P
Source: the Open Molecules 2025 dataset
Level of theory: ωB97M-V with the def2-TZVPD basis set

Last column: Löwdin charge in e.
Geometry (Å):
C (-0.734, -0.721, 1.689)  -0.551
O (-0.448, 0.841, -3.364)  -0.438
O (1.328, 0.205, -1.860)  -1.106
P (0.373, 1.462, -2.354)  0.612
I (2.589, 0.117, -0.336)  0.845
I (-1.082, 1.169, 0.729)  0.687
H (-0.360, -0.545, 2.689)  -0.004
H (-1.668, -1.270, 1.706)  -0.006
H (0.002, -1.257, 1.098)  -0.040

Summary:
M = 331.81 g mol⁻¹
total charge = 0
E_HOMO = -9.53 eV
HOMO-LUMO gap = 8.35 eV
LUMO = -1.17 eV


Energy above the most stable structure, in kcal/mol: model A 0.0; model B 16.1


Model A:
Formula: C2H2N2O2S
Source: the Open Molecules 2025 dataset
Level of theory: ωB97M-V with the def2-TZVPD basis set

Last column: Löwdin charge in e.
Geometry (Å):
C (-0.706, -0.612, 0.489)  -0.117
C (-0.657, 0.610, -0.390)  -0.240
N (-1.665, -1.396, 0.311)  -0.016
N (-1.395, 1.634, -0.331)  0.159
O (-2.609, -1.030, -0.611)  -0.475
O (-2.989, 1.008, 0.787)  -0.548
S (-3.739, 0.082, -0.122)  0.997
H (0.110, -0.798, 1.157)  0.118
H (0.088, 0.406, -1.179)  0.122

Summary:
M = 118.12 g mol⁻¹
total charge = 0
E_HOMO (alpha / beta) = -9.30 / -8.94 eV
HOMO-LUMO gap (alpha / beta) = 8.20 / 8.58 eV
LUMO (alpha / beta) = -1.10 / -0.36 eV


Model B:
Formula: C2H2N2O2S
Source: the Open Molecules 2025 dataset
Level of theory: ωB97M-V with the def2-TZVPD basis set

Last column: Löwdin charge in e.
Geometry (Å):
N (-1.990, 1.466, -1.641)  0.093
C (-1.814, 1.269, -0.524)  -0.723
S (-1.220, 0.778, 0.963)  0.884
C (0.024, -0.744, 0.168)  -0.156
N (1.345, -0.163, 0.270)  -0.497
O (1.768, 0.222, 1.377)  0.027
O (2.063, -0.375, -0.674)  0.092
H (-0.162, -0.925, -0.971)  0.145
H (-0.014, -1.529, 1.032)  0.135

Summary:
M = 118.12 g mol⁻¹
total charge = 0
E_HOMO = -10.52 eV
HOMO-LUMO gap = 9.06 eV
LUMO = -1.46 eV


Energy above the most stable structure, in kcal/mol: model A 28.4; model B 0.0